The following is a quantum chemistry calculation of the ion C4H11N3 with charge +1, from the OMol25 dataset.

Geometry as ORCA input:
```
! RIJCOSX wB97M-V def2-TZVPD def2/J DEFGRID3
* xyz 1 2
C -0.011 -1.916 -0.655
C 0.585 -0.556 -1.142
C 0.233 0.493 -0.029
C -1.031 1.035 0.000
N -1.266 2.450 0.025
N 1.171 0.771 1.018
N 0.360 -2.241 0.697
H -1.070 -1.720 -0.744
H 0.193 -2.753 -1.364
H 0.140 -0.214 -2.093
H 1.720 -0.528 -1.325
H -1.822 0.330 -0.176
H -1.756 2.838 -0.804
H -0.561 3.099 0.455
H 1.982 1.259 0.680
H 0.700 1.214 1.848
H -0.027 -1.579 1.323
H -0.008 -3.145 0.976
*
```

Relative energy (zero: lowest compared OMol25 entry of this formula, charge and spin) = 42.6 kcal per mole
Gap between HOMO and LUMO (alpha / beta) = 8.35 / 6.78 eV
E_HOMO (alpha / beta) = -0.4798 / -0.4829 Ha
LUMO (alpha / beta) = -4.703 / -6.357 eV

The following is a quantum chemistry calculation of the molecule C2H4INO, from the OMol25 dataset.

Geometry as ORCA input:
```
! RIJCOSX wB97M-V def2-TZVPD def2/J DEFGRID3
* xyz 0 3
C -0.433 -0.571 0.016
C 0.402 0.530 0.597
N 0.081 -1.604 -0.306
O 0.547 1.597 -0.347
I -2.496 -0.019 -0.079
H 1.407 -0.011 0.600
H -0.002 1.044 1.583
H -0.498 -2.259 -0.845
H 0.992 1.291 -1.219
*
```

Relative energy (zero: lowest compared OMol25 entry of this formula, charge and spin) = 32.8 kcal per mole
Gap between HOMO and LUMO (alpha / beta) = 5.92 / 5.92 eV
E_HOMO (alpha / beta) = -0.1903 / -0.3560 Ha
LUMO (alpha / beta) = 0.742 / -3.765 eV

The following is a quantum chemistry calculation of the molecule C2HN3O, from the OMol25 dataset.

Geometry as ORCA input:
```
! RIJCOSX wB97M-V def2-TZVPD def2/J DEFGRID3
* xyz 0 1
C 0.005 0.042 -0.503
C 1.677 1.382 -0.306
N -0.474 0.968 -1.119
N 1.196 2.233 -1.049
N 0.006 1.990 -1.660
O 2.391 0.897 0.477
H -0.344 -0.550 0.313
*
```

Relative energy (zero: lowest compared OMol25 entry of this formula, charge and spin) = 49.9 kcal per mole
Gap between HOMO and LUMO (alpha / beta) = 7.40 / 7.40 eV
E_HOMO (alpha / beta) = -0.3390 / -0.3390 Ha
LUMO (alpha / beta) = -1.829 / -1.828 eV

The following is a quantum chemistry calculation of a cluster of 3 separate species, C17H25F16O3S in total, from the OMol25 dataset.

Geometry as ORCA input:
```
! RIJCOSX wB97M-V def2-TZVPD def2/J DEFGRID3
* xyz 1 1
C 0.782 -3.489 -1.637
C 0.893 -3.211 -3.127
O -0.324 -2.781 -3.714
C -0.984 -3.763 -4.468
C -1.943 -4.618 -3.667
C -2.743 -3.864 -2.644
C -3.840 -2.986 -3.189
C -3.349 -1.743 -3.876
S -2.376 -0.675 -2.790
H -0.146 -3.141 -1.253
H 0.832 -4.543 -1.469
H 1.546 -2.990 -1.094
H 1.580 -2.405 -3.256
H 1.323 -4.049 -3.634
H -0.292 -4.416 -4.953
H -1.498 -3.272 -5.264
H -1.363 -5.339 -3.134
H -2.576 -5.172 -4.320
H -3.216 -4.581 -2.012
H -2.113 -3.303 -1.997
H -4.442 -2.674 -2.360
H -4.498 -3.530 -3.825
H -2.745 -1.926 -4.735
H -4.178 -1.169 -4.209
H -2.428 -1.235 -1.565
H -1.107 -0.746 -3.223
C -2.711 2.134 2.778
C -1.435 1.573 3.421
C -0.268 1.220 2.494
F -0.637 0.355 1.504
F 0.700 0.622 3.215
F -1.764 0.517 4.195
F -0.970 2.541 4.249
O -3.748 1.223 2.431
C -3.668 0.489 1.300
C -3.396 -0.990 1.594
F -2.376 -1.157 2.434
F -3.067 -1.614 0.411
F -2.766 1.003 0.432
F -4.869 0.543 0.693
H -3.167 2.755 3.544
H -2.481 2.802 1.949
H 0.142 2.109 2.037
H -4.280 -1.464 2.022
C 5.610 4.603 2.046
C 5.943 3.140 2.370
C 5.343 2.053 1.474
F 3.994 2.143 1.387
F 5.643 0.843 1.995
F 5.652 2.896 3.664
F 7.290 3.019 2.237
O 4.505 5.205 2.697
C 3.239 4.975 2.256
C 2.452 4.080 3.219
F 3.142 2.981 3.552
F 1.298 3.678 2.609
F 3.239 4.491 0.998
F 2.606 6.160 2.226
H 6.461 5.172 2.413
H 5.575 4.775 0.972
H 5.767 2.115 0.467
H 2.207 4.626 4.131
*
```

Gap between HOMO and LUMO = 10.37 eV
E_HOMO = -0.4853 Ha
LUMO = -2.838 eV